The following is a DFT calculation (wB97M-V/def2-TZVPD) of a structure of composition C42H53AsBCl2N5O5SSi3Sn.

```
114
Properties=species:S:1:pos:R:3:forces:R:3:mulliken_charge:R:1
Sn 0.742168 0.192277 -2.147270 0.09 -0.18 0.12 0.7479
Cl 2.998178 -5.468770 1.566278 -0.04 0.02 -0.03 -0.2547
C 2.055582 -4.542273 0.420595 0.03 -0.04 0.02 0.2150
C 2.642457 -3.446199 -0.187803 0.04 -0.05 0.08 -1.0751
C 1.927756 -2.656282 -1.083533 0.09 0.17 -0.02 -0.2214
N 2.405035 -1.423545 -1.561117 -0.09 -0.17 -0.04 -0.0395
C 3.710282 -1.165856 -1.561455 0.14 0.30 -0.02 -0.3086
O 4.668351 -1.937236 -1.423363 0.09 -0.13 0.04 -0.8274
C 4.045462 0.311061 -1.693898 0.00 -0.12 -0.01 0.7809
C 5.362342 0.732508 -1.544722 -0.02 -0.03 -0.04 -0.8085
C 5.623568 2.088952 -1.561290 0.06 0.02 0.01 -0.3176
C 4.575011 2.982925 -1.736257 -0.03 0.02 -0.04 -0.8831
C 3.298793 2.474711 -1.901154 0.07 0.00 -0.06 -0.4224
N 3.052884 1.170039 -1.873097 -0.16 0.00 0.10 0.2759
C 0.600315 -3.013658 -1.411785 0.01 0.02 0.01 -0.1443
C 0.033601 -4.122683 -0.791969 -0.19 -0.09 0.03 -0.0893
C 0.745359 -4.870726 0.129273 0.00 -0.08 0.04 0.1451
Cl -0.045290 -6.231535 0.892248 0.03 0.02 0.01 -0.2956
N -0.076448 -2.185042 -2.301453 0.30 0.21 0.42 0.3837
C -0.959604 -2.720198 -3.132139 -0.02 0.02 -0.50 -0.0626
O -1.352454 -3.896784 -3.210579 -0.18 -0.03 0.08 -0.8199
C -1.497897 -1.752649 -4.173308 -0.19 -0.16 0.07 0.2821
C -2.750055 -1.991213 -4.736675 0.07 0.08 0.03 -0.5535
C -3.228133 -1.093782 -5.673671 -0.05 0.05 -0.01 -0.4254
C -2.450007 0.004792 -6.016417 -0.03 -0.03 0.02 -0.5858
C -1.208556 0.144350 -5.415139 -0.06 0.03 -0.03 -0.2721
N -0.738859 -0.725481 -4.528548 -0.04 -0.04 -0.10 -0.0759
H 3.660022 -3.188635 0.057356 0.01 0.00 0.00 0.6291
H 6.125560 -0.019837 -1.406335 0.00 0.02 0.01 0.5315
H 6.636899 2.451278 -1.433477 0.01 0.02 0.00 0.3865
H 4.734572 4.052655 -1.752623 0.02 0.01 0.01 0.4320
H 2.443429 3.114935 -2.069553 -0.06 0.03 -0.01 0.5286
H -0.979854 -4.402321 -1.041120 0.07 0.01 0.04 0.6646
H -3.301872 -2.865969 -4.424676 -0.02 -0.03 0.00 0.4418
H -4.205563 -1.237533 -6.120503 -0.01 0.01 -0.02 0.3878
H -2.799456 0.749276 -6.719396 -0.01 0.01 -0.02 0.3916
H -0.569664 0.994630 -5.619628 0.05 0.07 -0.01 0.3278
O 1.170194 2.695692 -4.208553 -0.05 -0.22 -0.06 -0.5962
N 0.828989 3.928132 -4.052164 0.21 0.03 -0.05 0.4797
C 1.721009 4.876628 -4.427433 0.03 0.11 -0.04 -0.2157
C 1.480294 6.221827 -4.309116 0.05 0.02 0.01 -0.8933
C 0.258138 6.621828 -3.769400 0.02 0.05 -0.02 -0.1640
C -0.637994 5.657321 -3.383169 -0.09 -0.04 0.06 -0.7890
C -0.390882 4.269898 -3.494248 -0.17 0.15 0.06 -0.2649
S -1.484825 3.078129 -2.984478 -0.05 0.00 -0.01 0.0489
H 2.629504 4.451415 -4.827597 0.00 0.01 -0.01 0.4802
H 2.236361 6.926823 -4.626042 0.00 0.01 0.00 0.3659
H 0.016051 7.670741 -3.652399 0.00 0.02 0.00 0.3385
H -1.593908 5.925176 -2.956574 -0.02 0.01 0.01 0.3668
C 5.533490 -0.621433 4.871519 0.00 -0.01 0.00 -1.9137
C 4.757000 -1.902354 4.548112 -0.02 0.02 -0.03 2.1475
C 5.662328 -2.842906 3.739806 0.01 0.00 0.01 -1.6116
C 4.402158 -2.578362 5.876664 0.00 0.00 0.00 -1.9101
C 3.512145 -1.608093 3.707089 0.02 0.00 0.03 0.9148
C 2.406889 -2.457401 3.754827 -0.04 0.02 -0.05 -0.3380
C 1.308218 -2.310236 2.904535 0.16 -0.01 0.09 -1.0938
C 1.357143 -1.280725 1.997592 -0.09 -0.14 0.06 0.8060
O 0.474589 -0.961619 1.015428 0.04 0.28 -0.18 -0.3182
B 1.066895 0.087914 0.243875 0.07 -0.33 0.18 0.2186
O 2.264136 0.467818 0.932560 -0.22 0.11 -0.20 -0.4721
C 2.439227 -0.421406 1.944093 0.09 0.05 0.10 0.6227
C 3.521118 -0.553581 2.782299 -0.04 -0.12 0.04 -1.5764
H 6.365713 -0.855828 5.539221 0.03 0.00 0.02 0.4644
H 4.894907 0.115555 5.360874 -0.03 0.01 0.03 0.4097
H 5.953161 -0.161640 3.977860 0.01 0.00 -0.03 0.3214
H 6.572102 -3.085422 4.297398 0.02 0.00 0.02 0.4584
H 5.947066 -2.381556 2.793756 0.01 0.02 -0.03 0.3352
H 5.137449 -3.769354 3.504617 -0.02 -0.03 -0.01 0.2778
H 5.303846 -2.687961 6.483811 0.02 -0.01 0.02 0.4687
H 3.985984 -3.574187 5.730620 -0.01 -0.03 -0.02 0.3340
H 3.676356 -1.988496 6.438663 -0.01 0.04 0.01 0.3875
H 2.401865 -3.295310 4.436958 0.00 -0.02 0.03 0.0913
H 0.486110 -3.011289 2.919697 -0.01 -0.02 0.00 0.3812
H 4.359207 0.118444 2.675480 0.04 0.04 0.00 0.2333
C -4.150171 -0.543812 3.543149 0.01 -0.03 0.08 -1.1339
Si -2.602191 -0.568897 2.476857 0.18 0.00 -0.22 0.3705
C -1.268346 0.298475 3.476643 -0.02 0.02 0.09 -1.0656
C -2.195795 -2.375135 2.212836 -0.03 -0.06 0.05 -0.6060
As -2.621426 0.436555 0.362994 -0.21 0.05 -0.14 0.5261
Si -3.251298 2.645970 0.860081 0.18 -0.19 -0.04 0.1447
C -4.147079 2.896519 2.492329 -0.05 0.05 0.06 -1.1287
C -1.645062 3.589266 0.935970 0.04 0.07 0.00 -0.7085
C -4.364245 3.387636 -0.441999 -0.06 0.06 -0.01 -0.8826
Si -4.560915 -0.437081 -0.627186 0.28 0.14 0.11 0.2300
C -4.832529 0.454923 -2.248343 0.01 -0.02 -0.09 -0.8494
C -6.150279 -0.331380 0.368907 -0.10 0.03 0.00 -1.1538
C -4.211713 -2.238064 -0.957627 -0.04 -0.12 -0.05 -0.8221
H -3.885455 -1.031010 4.487516 -0.05 -0.02 0.04 0.3609
H -4.977044 -1.094598 3.101306 -0.06 -0.08 -0.07 0.2653
H -4.493283 0.461737 3.768031 -0.03 0.12 0.03 0.2848
H -0.733269 -0.424237 4.096921 0.01 0.01 0.06 0.4475
H -1.720470 1.046991 4.131549 0.02 0.05 0.03 0.4887
H -0.530856 0.793721 2.847649 0.03 0.01 -0.07 -0.0004
H -1.806358 -2.802843 3.140988 -0.02 -0.05 0.01 0.4336
H -1.456783 -2.519111 1.426268 0.06 0.01 -0.03 -0.3470
H -3.094592 -2.930781 1.941557 -0.04 -0.05 0.01 0.4938
H -3.540806 2.615141 3.352832 0.05 -0.01 0.04 0.2649
H -5.082646 2.339729 2.537043 -0.08 -0.02 -0.01 0.2563
H -4.378609 3.963048 2.571632 -0.03 0.03 0.07 0.3862
H -0.936282 3.117312 1.618880 0.00 -0.01 0.06 0.2158
H -1.813918 4.620042 1.261118 0.04 0.04 -0.01 0.3774
H -1.195454 3.597481 -0.058957 0.02 0.02 -0.06 0.0094
H -5.392246 3.036057 -0.334033 -0.05 -0.02 -0.01 0.2738
H -4.014816 3.186712 -1.451717 0.08 0.00 -0.08 0.2169
H -4.354453 4.472765 -0.303231 -0.06 0.04 -0.01 0.3731
H -5.476986 1.326269 -2.130914 -0.03 0.02 -0.01 0.3444
H -5.304403 -0.240113 -2.946212 -0.08 0.01 -0.09 0.4075
H -3.897466 0.788274 -2.701387 0.07 -0.01 0.00 0.1188
H -6.303133 0.656031 0.806708 0.00 0.05 -0.01 0.2324
H -6.160190 -1.063288 1.174875 -0.01 -0.05 0.07 0.2849
H -6.992604 -0.546949 -0.294589 -0.07 -0.01 0.01 0.3930
H -3.327424 -2.353339 -1.581815 0.12 -0.01 -0.12 -0.0321
H -5.054579 -2.706502 -1.474066 -0.01 -0.03 -0.01 0.4660
H -4.020770 -2.793876 -0.040541 -0.04 -0.02 0.07 0.1987
```
Positions in Å, forces in eV/Å.

Properties
2S+1: 1
Charge: -2
Kohn-Sham gap: 5.406 eV

***

The following is a DFT calculation (wB97M-V/def2-TZVPD) of a structure of composition C42H53AsF3N3O6PReS2.

```
112
Properties=species:S:1:pos:R:3:forces:R:3:mulliken_spin:R:1
Re 1.177431 0.395359 0.863868 0.33 -1.48 2.05 2.3718
S 1.503165 1.204037 -1.188665 -0.06 -0.28 -1.63 0.1108
C 0.425006 2.569558 -1.462866 -0.87 2.33 0.25 0.0103
C 0.920772 3.656714 -2.251715 -0.39 -0.99 -0.82 0.0464
C 0.026219 4.635865 -2.664063 -0.71 -0.40 1.39 0.0033
C -1.259617 4.683312 -2.068602 1.10 0.18 -1.62 0.0287
C -1.659531 3.605044 -1.344064 -0.88 -0.93 1.34 -0.0172
N -0.845614 2.611947 -0.983062 1.61 -1.20 -0.65 0.0261
H 1.917987 3.631318 -2.715933 -0.45 -0.20 0.40 -0.0001
H 0.267220 5.325367 -3.448073 0.35 0.48 0.01 -0.0002
H -1.927028 5.476141 -2.335135 -0.39 0.18 -0.10 -0.0007
H -2.713119 3.422029 -1.016792 0.90 0.64 -0.17 0.0032
F 4.699330 1.747368 5.345540 -1.39 0.99 -2.27 -0.0003
C 4.136660 2.140292 4.125576 0.39 -0.44 1.13 -0.0017
F 4.747660 3.284325 3.729376 -0.49 -1.41 0.19 -0.0001
F 2.807245 2.426132 4.252528 1.11 -0.13 0.48 -0.0020
S 4.207956 0.641610 2.956375 -0.39 -0.84 -0.97 -0.0085
O 5.585426 0.474060 2.557741 -1.12 0.35 0.84 0.0023
O 3.532779 -0.429431 3.702458 0.79 0.80 0.22 -0.0001
O 3.308691 1.005111 1.825251 0.19 0.54 0.15 0.0369
C 1.820576 5.351930 3.158539 0.59 0.60 -1.26 -0.0014
N 1.064056 4.307672 2.510258 -0.59 -1.86 -0.36 0.0263
C -0.222456 4.006913 3.130087 -0.92 -1.38 -1.63 -0.0066
C 1.555116 3.457334 1.552342 -0.88 -0.06 0.85 -0.0083
O 1.100497 2.254522 1.463060 -0.52 3.09 1.36 -0.0057
N 2.425876 3.991370 0.693893 1.05 0.31 0.08 0.0157
C 3.711565 3.395055 0.289543 0.10 0.56 -1.31 -0.0197
C 2.276666 5.378175 0.319213 -0.57 1.16 -0.70 0.0019
H 1.386596 5.549355 4.096353 -0.87 0.37 1.02 0.0016
H 1.845582 6.262419 2.543233 -0.07 -0.11 0.52 -0.0001
H 2.826019 5.073229 3.408851 0.65 -0.39 -0.32 0.0011
H -0.843347 4.913038 3.075100 0.13 -0.34 0.47 -0.0004
H -0.137542 3.555303 4.120472 0.10 0.51 0.14 -0.0002
H -0.724390 3.198595 2.496679 0.65 1.35 0.89 0.0126
H 3.481713 2.483250 -0.295485 0.80 0.47 0.54 -0.0037
H 4.434824 3.279200 1.105500 -0.55 -0.37 -0.03 0.0064
H 4.181833 4.181279 -0.361010 -0.47 -0.98 0.28 -0.0029
H 1.236882 5.715787 0.526325 0.65 -0.30 -0.43 0.0002
H 2.498858 5.484086 -0.776868 -0.33 -0.17 1.01 -0.0001
H 2.930462 6.076909 0.854878 0.17 -0.28 -0.10 0.0001
C 2.681923 -2.724558 -1.083576 0.64 -1.02 -1.22 -0.0017
C 3.106766 -2.157586 0.238270 -2.69 0.02 0.87 -0.0202
C 4.341399 -1.424689 0.091629 3.96 0.72 -1.36 -0.0074
C 3.025890 -3.170949 1.346798 -0.75 -0.90 1.29 0.0208
O 2.018471 -1.241951 0.614503 -0.31 -0.37 -0.07 0.3060
H 3.578964 -3.241898 -1.507186 -0.75 0.31 0.06 0.0021
H 2.370140 -1.935780 -1.797965 0.17 -0.40 0.43 0.0033
H 1.903146 -3.494399 -0.983304 0.05 0.39 -0.01 -0.0013
H 5.200872 -2.114593 -0.195786 -1.05 0.37 0.73 -0.0009
H 4.743887 -0.763310 0.865903 -0.56 -0.60 0.05 -0.0012
H 4.335560 -0.826993 -0.825413 -0.45 0.31 0.05 0.0021
H 3.828789 -3.892263 1.311176 0.19 -0.43 -0.39 0.0011
H 2.024318 -3.698967 1.316493 1.17 0.50 -0.07 -0.0057
H 3.114852 -2.752295 2.371238 -0.06 0.27 -0.75 -0.0065
C -1.359719 -1.333680 -1.240006 -0.26 1.41 -0.52 -0.0114
C -1.772100 -0.260043 -2.278942 0.70 0.17 -0.87 0.0151
As -2.237133 -1.003069 -4.078389 0.84 -0.16 0.13 0.0009
C -0.643126 -2.142111 -4.570078 0.53 0.40 -0.13 0.0032
C 0.357153 -1.588795 -5.442938 -1.58 -0.04 1.31 -0.0008
C 1.427623 -2.373523 -5.839814 0.12 1.73 0.08 0.0007
C 1.530774 -3.703298 -5.484979 0.20 -0.91 -0.99 0.0023
C 0.509699 -4.276458 -4.758471 -0.55 -0.09 1.53 -0.0028
C -0.505124 -3.477081 -4.170444 0.12 -0.03 -0.94 0.0049
C -3.459399 -2.389738 -3.478743 0.17 -0.46 -1.32 -0.0037
C -4.342677 -2.250848 -2.407819 0.77 0.37 -0.97 0.0016
C -5.302800 -3.237179 -2.301249 -0.93 -0.22 1.58 -0.0015
C -5.511730 -4.235479 -3.226312 -0.09 -0.21 0.10 0.0014
C -4.643842 -4.323820 -4.301740 -1.10 -0.96 -1.81 -0.0010
C -3.608974 -3.453789 -4.434569 0.07 1.59 2.22 -0.0018
P -1.102001 -0.682770 0.509062 0.16 -1.39 -0.45 0.1384
C -2.636073 0.144012 1.068979 0.09 0.72 0.03 -0.0833
C -2.582951 1.496300 1.507353 0.28 -2.07 -1.28 0.0454
C -3.719373 2.213749 1.730895 -1.35 -0.48 -0.48 0.0042
C -4.958393 1.518862 1.664087 -0.10 0.65 1.10 -0.0006
C -4.999087 0.137491 1.419244 -0.52 0.66 -0.68 -0.0058
C -3.864254 -0.528215 0.998308 1.14 -1.00 0.40 -0.0167
C -1.202911 -2.301402 1.428198 -1.38 0.10 0.45 -0.0071
C -0.935002 -3.555941 0.837851 0.98 0.82 0.20 0.0087
C -0.963810 -4.745229 1.598218 -0.69 0.83 -0.78 0.0096
C -1.476873 -4.692747 2.897045 0.89 -1.19 -0.22 -0.0062
C -1.740683 -3.445664 3.445959 -1.67 -0.73 1.39 0.0052
C -1.787482 -2.282817 2.736605 2.01 0.86 -1.07 0.0164
H -0.400536 -1.787996 -1.552125 -0.34 0.25 0.16 -0.0088
H -2.142400 -2.102974 -1.294421 0.32 0.04 0.69 -0.0019
H -0.974150 0.461787 -2.520074 -0.10 -0.41 0.34 -0.0018
H -2.648213 0.388697 -2.115537 0.17 -0.51 0.74 0.0010
H 0.257882 -0.516717 -5.725831 0.25 -0.98 0.04 -0.0006
H 2.179398 -1.798502 -6.369620 0.27 -0.65 -0.28 0.0002
H 2.333016 -4.343318 -5.902878 -0.50 0.57 0.43 -0.0002
H 0.519163 -5.347480 -4.524697 0.10 0.43 -0.11 -0.0001
H -1.260393 -3.923853 -3.512216 0.43 0.06 -0.30 -0.0056
H -4.308491 -1.354715 -1.747930 -0.03 -0.96 -0.38 0.0012
H -5.900583 -3.256981 -1.394958 -0.31 0.17 -0.16 0.0003
H -6.346605 -4.930693 -3.101071 0.37 0.25 -0.06 0.0000
H -4.868985 -4.965679 -5.188319 0.29 0.08 1.16 0.0001
H -2.881791 -3.566912 -5.195743 0.33 0.06 -0.85 0.0008
H -1.617927 1.929568 1.489424 0.69 0.58 0.00 -0.0334
H -3.622162 3.293590 1.794731 -0.41 -0.13 0.50 0.0001
H -5.884540 2.069008 1.958696 0.80 -0.60 -0.54 0.0000
H -5.934328 -0.418337 1.394399 0.03 0.35 0.21 -0.0009
H -3.879518 -1.627402 0.754686 -0.12 1.32 0.12 -0.0042
H -0.606032 -3.577926 -0.219815 -0.09 -0.15 0.86 -0.0103
H -0.633128 -5.629506 1.050900 -0.38 -0.09 0.59 0.0006
H -1.646252 -5.632533 3.491020 0.44 1.18 -0.61 -0.0006
H -2.101065 -3.407470 4.475044 0.06 -0.12 -0.17 -0.0002
H -2.087117 -1.348794 3.249325 0.18 -0.72 -0.58 -0.0006
C -0.034471 0.328640 4.057434 0.83 0.49 -1.35 0.0092
O 0.914148 -0.188635 3.082532 1.00 -0.62 -0.07 0.0279
H -0.084683 -0.281870 4.949116 -0.14 -0.38 -0.08 -0.0024
H -0.975350 0.399116 3.485233 0.27 -0.01 0.73 -0.0093
H 0.316125 1.320043 4.329385 -0.23 0.20 0.19 0.0002
H 1.866262 -0.390258 3.422524 -1.32 0.41 -0.07 0.0073
```
Positions in Å, forces in eV/Å.

Properties
2S+1: 4
Charge: +1
Kohn-Sham gap (alpha / beta): 7.388 / 6.595 eV

***

Maximum force, record by record: 0.6; 4.2 eV/A
Energy above the lowest of the compared OMol25 structures with the same formula, charge and spin, record by record: 94.8; 190.1 kJ/mol